Density functional theory data (ωB97M-V/def2-TZVPD) for CHO4Rb as an isolated structure.

Geometry as XYZ:
```
7
Properties=species:S:1:pos:R:3:forces:R:3
O -0.945 -1.299 0.357 3.08 -2.08 0.87
H -1.694 -1.872 0.548 -0.11 0.50 -0.25
O -1.904 0.007 -1.051 -1.78 0.44 0.48
O -0.693 1.257 0.309 2.60 -0.53 0.74
O -1.402 0.567 1.399 -1.92 1.16 0.66
C -1.367 0.011 0.070 -1.01 0.29 -2.53
Rb 1.972 -0.832 0.219 -0.87 0.22 0.03
```
Positions in Å, forces in eV/Å.

The calculation puts the energy above the lowest of the compared OMol25 structures with the same formula, charge and spin at 151.1 kJ/mol. The calculation puts the gap between HOMO and LUMO at 6.36 eV.

=====

Density functional theory data (ωB97M-V/def2-TZVPD) for an isolated ion of composition CHOS and charge -1.

Geometry as XYZ:
```
4
Properties=species:S:1:pos:R:3:forces:R:3
C 0.849 -0.596 0.015 -2.47 1.80 0.13
O 0.598 -1.795 0.007 0.55 0.52 -0.03
S 2.245 0.379 0.010 0.58 -0.47 -0.03
H -0.104 0.209 0.044 1.33 -1.85 -0.07
```
Positions in Å, forces in eV/Å.

Its total charge is -1. The calculation puts the energy above the lowest of the compared OMol25 structures with the same formula, charge and spin at 0.0 kJ/mol. As for the SMILES: [O-]C=S. The calculation puts the gap between HOMO and LUMO at 7.14 eV.

=====

Density functional theory data (ωB97M-V/def2-TZVPD) for a 2-piece molecular cluster, CHPS3 overall.

Geometry as XYZ:
```
6
Properties=species:S:1:pos:R:3:forces:R:3
C -2.065 -1.379 0.065 -0.21 -0.82 1.71
P 2.127 0.056 0.414 -0.07 -0.74 0.04
S -1.832 -2.064 1.462 0.14 0.50 -1.02
S -2.470 -0.723 -1.260 0.11 0.34 -0.69
S 1.989 1.611 -0.835 0.11 0.35 0.51
H 2.251 2.499 0.153 -0.08 0.37 -0.54
```
Positions in Å, forces in eV/Å.

The calculation puts the energy above the lowest of the compared OMol25 structures with the same formula, charge and spin at 128.6 kJ/mol. The calculation puts the gap between HOMO and LUMO (alpha / beta) at 6.81 / 6.81 eV.

=====

Density functional theory data (ωB97M-V/def2-TZVPD) for a 2-piece molecular cluster, CHPS3 overall.

Geometry as XYZ:
```
6
Properties=species:S:1:pos:R:3:forces:R:3
C 1.948 0.648 0.243 2.38 -1.34 0.37
P 4.389 0.115 0.480 -2.20 0.59 -0.22
S 1.114 1.526 1.262 0.11 0.83 0.47
S 4.674 -1.381 -0.629 -0.03 0.05 0.02
S 1.324 -0.458 -0.895 -1.23 0.83 -0.22
H 0.055 0.127 -0.732 0.97 -0.96 -0.42
```
Positions in Å, forces in eV/Å.

The calculation puts the energy above the lowest of the compared OMol25 structures with the same formula, charge and spin at 145.5 kJ/mol. The calculation puts the gap between HOMO and LUMO at 5.90 eV.

=====

Density functional theory data (ωB97M-V/def2-TZVPD) for CHgLiO2 as an isolated structure.

Geometry as XYZ:
```
5
Properties=species:S:1:pos:R:3:forces:R:3
O -2.228 0.465 -0.034 9.37 -3.44 0.18
C -1.066 -0.016 0.011 -4.16 -0.63 1.09
O 0.134 -0.584 0.152 -11.40 4.33 -1.58
Hg 2.206 -0.850 0.358 5.51 -1.27 0.80
Li 0.954 0.985 -0.487 0.68 1.01 -0.49
```
Positions in Å, forces in eV/Å.

Its total charge is +1. The calculation puts the energy above the lowest of the compared OMol25 structures with the same formula, charge and spin at 0.0 kJ/mol. The calculation puts the gap between HOMO and LUMO at 7.77 eV.

=====

Density functional theory data (ωB97M-V/def2-TZVPD) for CI3O2S as an isolated structure.

Geometry as XYZ:
```
7
Properties=species:S:1:pos:R:3:forces:R:3
C -0.740 0.580 0.930 0.96 -0.63 -0.76
O 0.301 -0.451 -1.559 -0.36 0.50 0.56
O 0.272 -1.814 0.455 0.18 -0.08 0.42
S 0.326 -0.492 -0.108 0.80 -1.17 -0.80
I -2.515 -0.429 0.139 -1.07 0.41 0.20
I -0.410 2.470 -0.016 -0.33 0.71 -0.04
I 2.767 0.136 0.159 -0.18 0.26 0.42
```
Positions in Å, forces in eV/Å.

Its total charge is -1. The calculation puts the energy above the lowest of the compared OMol25 structures with the same formula, charge and spin at 108.2 kJ/mol. The calculation puts the gap between HOMO and LUMO at 7.12 eV.

=====

Density functional theory data (ωB97M-V/def2-TZVPD) for CIN4O as an isolated structure.

Geometry as XYZ:
```
7
Properties=species:S:1:pos:R:3:forces:R:3
C -0.902 -0.864 0.034 -0.52 -0.58 -0.68
N -1.042 0.349 -0.044 0.05 -1.69 0.46
N -0.108 1.408 -0.016 -0.06 0.83 -0.19
N 1.115 1.069 0.011 0.71 1.69 0.13
N 1.544 -0.094 0.097 -0.65 -1.44 -0.16
O -1.078 -2.046 -0.014 0.36 1.23 0.35
I 3.659 -0.109 -0.010 0.11 -0.03 0.07
```
Positions in Å, forces in eV/Å.

Its total charge is -1. The calculation puts the energy above the lowest of the compared OMol25 structures with the same formula, charge and spin at 5.0 kJ/mol. The calculation puts the gap between HOMO and LUMO at 6.98 eV.

=====

Density functional theory data (ωB97M-V/def2-TZVPD) for a 2-piece molecular cluster, CIOS overall.

Geometry as XYZ:
```
4
Properties=species:S:1:pos:R:3:forces:R:3
C -0.622 0.091 -0.019 -0.52 1.38 0.19
O -0.745 1.244 -0.007 0.11 -0.30 -0.12
S -0.943 -1.436 0.013 -0.20 -1.10 -0.06
I 2.310 0.102 0.013 0.61 0.02 -0.01
```
Positions in Å, forces in eV/Å.

Its total charge is -1. The calculation puts the energy above the lowest of the compared OMol25 structures with the same formula, charge and spin at 28.1 kJ/mol. The calculation puts the gap between HOMO and LUMO at 6.78 eV.

=====

Density functional theory data (ωB97M-V/def2-TZVPD) for a 2-piece molecular cluster, CN2O2 overall.

Geometry as XYZ:
```
5
Properties=species:S:1:pos:R:3:forces:R:3
C -1.375 0.098 -0.008 -0.39 -0.33 0.04
N 2.147 -0.668 -0.025 -0.04 0.98 0.07
N 1.962 0.410 0.043 1.25 -1.11 -0.03
O -2.391 -0.412 0.017 -2.35 -1.04 0.03
O -0.344 0.573 -0.027 1.52 1.51 -0.11
```
Positions in Å, forces in eV/Å.

The calculation puts the energy above the lowest of the compared OMol25 structures with the same formula, charge and spin at 31.0 kJ/mol. As for the SMILES: O=C=O.N#N. The calculation puts the gap between HOMO and LUMO at 13.66 eV.

=====

Density functional theory data (ωB97M-V/def2-TZVPD) for one molecule with the formula CN2O2S.

Geometry as XYZ:
```
6
Properties=species:S:1:pos:R:3:forces:R:3
C 0.699 0.366 0.001 -0.99 -3.30 -0.04
N -0.101 -1.198 -0.008 2.14 2.06 0.05
N -1.287 -0.988 0.005 -0.74 -1.48 -0.02
O 1.862 0.510 0.017 -0.03 0.28 -0.01
O -0.291 1.228 -0.018 -0.79 1.06 0.04
S -1.838 0.544 0.009 0.42 1.38 -0.02
```
Positions in Å, forces in eV/Å.

The calculation puts the energy above the lowest of the compared OMol25 structures with the same formula, charge and spin at 225.6 kJ/mol. As for the SMILES: O=c1nnso1. The calculation puts the gap between HOMO and LUMO at 9.50 eV.

=====

Density functional theory data (ωB97M-V/def2-TZVPD) for an isolated ion of composition CNO and charge -1.

Geometry as XYZ:
```
3
Properties=species:S:1:pos:R:3:forces:R:3
C 0.414 1.100 0.041 0.68 0.36 0.53
O -0.481 -1.081 -0.110 -1.34 -3.76 -0.07
N 0.067 -0.019 0.069 0.65 3.40 -0.46
```
Positions in Å, forces in eV/Å.

Its total charge is -1. The calculation puts the energy above the lowest of the compared OMol25 structures with the same formula, charge and spin at 302.4 kJ/mol. The calculation puts the gap between HOMO and LUMO at 8.32 eV.

=====

Density functional theory data (ωB97M-V/def2-TZVPD) for a 2-piece molecular cluster, CNO2S2 overall.

Geometry as XYZ:
```
6
Properties=species:S:1:pos:R:3:forces:R:3
C -0.191 -3.469 0.237 -0.20 -0.38 0.45
N 0.152 -2.661 -0.528 0.15 0.67 -0.31
O 1.289 1.039 -0.441 -1.47 -1.26 1.64
O -1.124 1.127 -0.742 -1.49 -1.39 0.13
S -0.085 2.836 1.303 -0.22 -1.56 0.48
S -0.041 1.128 0.172 3.22 3.93 -2.38
```
Positions in Å, forces in eV/Å.

Its total charge is -1. The calculation puts the energy above the lowest of the compared OMol25 structures with the same formula, charge and spin at 430.7 kJ/mol. The calculation puts the gap between HOMO and LUMO (alpha / beta) at 3.69 / 3.50 eV.

=====

Density functional theory data (ωB97M-V/def2-TZVPD) for a 2-piece molecular cluster, CNO4 overall.

Geometry as XYZ:
```
6
Properties=species:S:1:pos:R:3:forces:R:3
C 0.658 -0.368 0.019 4.37 -3.09 -7.36
N -0.572 0.309 0.101 -2.75 1.72 1.06
O 0.940 -0.677 -1.853 -1.08 1.19 5.86
O 1.458 -0.679 0.839 -1.40 0.56 0.44
O -1.576 -0.103 -0.458 0.90 0.02 0.48
O -0.516 1.366 0.745 -0.03 -0.40 -0.48
```
Positions in Å, forces in eV/Å.

Its total charge is -1. The calculation puts the energy above the lowest of the compared OMol25 structures with the same formula, charge and spin at 477.7 kJ/mol. The calculation puts the gap between HOMO and LUMO (alpha / beta) at 7.25 / 7.26 eV.

=====

Density functional theory data (ωB97M-V/def2-TZVPD) for a 2-piece molecular cluster, CNO4S overall.

Geometry as XYZ:
```
7
Properties=species:S:1:pos:R:3:forces:R:3
C -0.453 1.575 -0.774 1.01 -0.18 -0.47
N 0.291 -1.259 0.736 2.22 -2.29 -0.71
O -1.119 1.712 -1.693 -2.37 0.18 -2.00
O -0.390 -0.645 1.490 -1.55 1.12 2.35
O 0.337 1.715 0.036 1.42 1.12 2.75
O 1.046 -2.204 1.078 -0.54 0.49 0.65
S 0.289 -0.893 -0.873 -0.19 -0.45 -2.57
```
Positions in Å, forces in eV/Å.

Its total charge is -1. The calculation puts the energy above the lowest of the compared OMol25 structures with the same formula, charge and spin at 190.2 kJ/mol. The calculation puts the gap between HOMO and LUMO at 7.49 eV.

=====

Density functional theory data (ωB97M-V/def2-TZVPD) for CNO4S as an isolated structure.

Geometry as XYZ:
```
7
Properties=species:S:1:pos:R:3:forces:R:3
C -1.650 0.180 0.314 -2.14 -0.82 0.72
N 2.664 0.474 -0.807 -1.54 0.03 -0.62
O -2.027 1.086 0.976 1.24 0.30 -0.40
O -1.867 -0.874 -0.162 0.13 -0.33 -0.26
O 1.425 -1.273 0.472 -1.17 -1.99 1.05
O 0.059 0.530 -0.422 0.84 0.61 -0.45
S 1.397 -0.123 -0.371 2.63 2.22 -0.04
```
Positions in Å, forces in eV/Å.

Its total charge is -1. The calculation puts the energy above the lowest of the compared OMol25 structures with the same formula, charge and spin at 119.7 kJ/mol. The calculation puts the gap between HOMO and LUMO at 8.57 eV.

=====

Density functional theory data (ωB97M-V/def2-TZVPD) for CNO4S as an isolated structure.

Geometry as XYZ:
```
7
Properties=species:S:1:pos:R:3:forces:R:3
C 0.709 2.580 -0.720 0.08 -0.81 0.88
N -0.724 -2.633 0.811 -0.92 -2.10 -1.00
O -0.118 3.264 -0.275 -1.26 1.37 0.27
O -1.373 -3.255 1.627 0.97 1.29 -0.63
O 1.499 2.174 -1.469 1.14 -0.26 -1.48
O -0.506 -2.932 -0.342 0.01 0.94 1.61
S 0.925 0.961 1.063 -0.01 -0.44 0.33
```
Positions in Å, forces in eV/Å.

Its total charge is -1. The calculation puts the energy above the lowest of the compared OMol25 structures with the same formula, charge and spin at 401.7 kJ/mol. The calculation puts the gap between HOMO and LUMO (alpha / beta) at 4.41 / 6.39 eV.

=====

Density functional theory data (ωB97M-V/def2-TZVPD) for CNa9O3 as an isolated structure.

Geometry as XYZ:
```
13
Properties=species:S:1:pos:R:3:forces:R:3
Na -0.906 -0.900 -2.764 -1.00 -1.25 -2.66
Na 1.386 -0.565 2.586 1.42 -0.59 2.58
Na 2.158 0.543 -2.394 2.31 0.93 -1.97
Na 2.122 -2.422 -0.521 2.12 -1.98 -0.48
Na 1.465 2.529 1.020 1.73 2.35 0.54
Na -1.919 2.271 -1.219 -1.28 2.39 -1.37
Na -1.663 2.128 2.367 -1.28 1.56 2.20
Na -0.821 -3.167 0.656 -0.96 -2.76 0.64
Na -2.767 -0.385 0.296 -2.53 -0.80 0.45
C 0.226 0.035 -0.097 -2.28 -2.36 1.93
O -0.156 -1.094 -0.486 -0.32 -0.58 -1.54
O -0.527 0.892 0.345 -2.37 2.60 -0.16
O 1.400 0.134 0.211 4.43 0.48 -0.17
```
Positions in Å, forces in eV/Å.

Its total charge is +8. The calculation puts the energy above the lowest of the compared OMol25 structures with the same formula, charge and spin at 426.5 kJ/mol. The multiplicity is 2. As for the expectation value of S²: 0.757. The calculation puts the gap between HOMO and LUMO (alpha / beta) at 13.54 / 8.62 eV.

=====

Density functional theory data (ωB97M-V/def2-TZVPD) for one molecule with the formula CO2.

Geometry as XYZ:
```
3
Properties=species:S:1:pos:R:3:forces:R:3
C 0.000 -0.072 0.038 3.07 0.50 -5.86
O -0.582 0.205 0.952 -2.36 0.27 4.16
O 0.582 -0.134 -0.990 -0.71 -0.77 1.70
```
Positions in Å, forces in eV/Å.

The calculation puts the energy above the lowest of the compared OMol25 structures with the same formula, charge and spin at 15.1 kJ/mol. As for the SMILES: O=C=O. The calculation puts the gap between HOMO and LUMO at 13.45 eV.

=====

Density functional theory data (ωB97M-V/def2-TZVPD) for a 2-piece molecular cluster, CO2S overall.

Geometry as XYZ:
```
4
Properties=species:S:1:pos:R:3:forces:R:3
C 0.678 -0.385 -0.008 0.31 -2.23 0.09
O 0.590 0.740 0.005 -0.12 3.90 -0.03
O 0.787 -1.522 -0.003 0.10 -1.74 -0.06
S -2.055 1.167 0.006 -0.29 0.06 0.00
```
Positions in Å, forces in eV/Å.

The calculation puts the energy above the lowest of the compared OMol25 structures with the same formula, charge and spin at 33.8 kJ/mol. The calculation puts the gap between HOMO and LUMO (alpha / beta) at 7.42 / 7.42 eV.

=====

Density functional theory data (ωB97M-V/def2-TZVPD) for Ca6O16P4 as an isolated structure.

Geometry as XYZ:
```
26
Properties=species:S:1:pos:R:3:forces:R:3
Ca 16.243 11.653 -14.131 -0.58 1.96 1.69
Ca 19.289 12.811 -19.026 -1.49 1.28 -1.80
Ca 20.761 15.019 -15.004 -0.25 -0.13 0.35
Ca 19.838 11.722 -13.366 -0.92 1.29 0.14
Ca 16.142 14.189 -17.636 -1.07 0.94 -1.34
Ca 16.464 15.297 -14.171 -0.74 1.69 0.17
P 17.141 13.669 -11.965 -3.92 5.87 6.36
O 15.860 13.539 -12.853 -1.46 -2.13 -2.04
O 17.644 15.061 -12.437 1.93 -0.42 -0.54
O 17.979 12.498 -12.348 3.22 -4.14 -1.50
O 16.712 13.846 -10.495 1.32 -1.70 -2.28
P 18.016 13.356 -15.774 2.62 0.43 -0.82
O 18.647 14.605 -15.165 1.53 -0.41 -0.49
O 18.188 12.067 -14.974 3.50 -2.66 -0.39
O 18.185 13.288 -17.329 0.95 -0.87 3.03
O 16.590 13.504 -15.466 -5.81 -0.13 -0.89
P 15.855 17.028 -17.432 -0.58 2.88 -2.40
O 16.354 16.113 -16.273 -0.07 0.07 -0.08
O 14.557 17.753 -17.177 0.75 -0.90 0.72
O 15.746 16.137 -18.712 -1.40 -1.21 1.09
O 16.886 17.956 -18.117 0.51 -0.29 1.22
P 16.383 13.817 -20.425 -1.41 -1.16 -2.79
O 16.725 13.000 -21.655 -0.10 -0.72 0.18
O 15.654 15.043 -20.997 0.41 0.33 0.22
O 17.735 14.200 -19.791 2.09 -0.41 2.19
O 15.500 13.054 -19.370 0.98 0.55 -0.04
```
Positions in Å, forces in eV/Å.

The calculation puts the energy above the lowest of the compared OMol25 structures with the same formula, charge and spin at 0.0 kJ/mol. The calculation puts the gap between HOMO and LUMO at 3.57 eV.